1.
67
Properties=species:S:1:pos:R:3 method="wB97M-V/def2-TZVPD" relative_energy_kj_mol=13.4 charge=+2 s_squared=0.754 gap_ev="7.0 / 7.1" multiplicity=2
Ti 1.08 -0.58 0.24
S 0.80 0.93 -3.57
S -3.45 0.53 -1.21
O 0.35 0.14 4.02
N 0.91 1.47 0.86
N -0.41 -0.04 -1.27
N 2.14 -5.74 -3.27
N 0.33 -0.94 1.98
N 1.38 -2.32 -1.03
N 2.82 -1.27 1.33
C -1.86 3.95 -3.75
C 4.54 -3.22 2.23
C 0.07 0.40 -2.32
C -3.13 0.47 1.50
C -4.45 2.30 0.66
C -4.67 2.73 1.96
C -2.11 2.95 -1.58
C 2.38 -2.37 -1.94
C 0.06 2.67 2.75
C 0.40 1.49 2.10
C 0.77 3.84 0.79
C -2.63 2.94 -4.31
C 5.01 -2.19 1.43
C 3.21 -3.25 2.59
C 2.37 -2.25 2.14
C -3.15 1.93 -3.51
C 0.63 -3.44 -0.90
C 0.32 0.17 2.82
C -4.14 2.02 3.03
C -2.87 1.93 -2.14
C 0.92 -2.14 2.58
C 0.85 -4.59 -1.60
C 4.11 -1.24 0.98
C 1.09 2.63 0.21
C -1.61 3.96 -2.38
C -3.67 1.17 0.44
C 1.89 -4.64 -2.55
C 0.24 3.86 2.07
C -3.38 0.88 2.80
C 2.67 -3.47 -2.70
H 0.94 4.76 0.23
H -0.32 2.62 3.76
H -1.93 2.96 -0.51
H 0.36 -3.04 2.31
H -4.34 2.35 4.05
H 0.20 -5.45 -1.44
H 0.90 -2.05 3.67
H -1.47 4.75 -4.38
H -0.19 -3.39 -0.19
H 2.86 -5.76 -3.97
H -4.90 2.83 -0.17
H -2.84 2.95 -5.37
H -5.28 3.60 2.14
H 4.43 -0.43 0.34
H 5.22 -3.98 2.60
H -0.01 4.80 2.54
H 3.48 -3.43 -3.41
H -2.55 -0.43 1.32
H 1.56 -6.56 -3.18
H 2.98 -1.48 -2.05
H 6.05 -2.12 1.15
H -3.77 1.16 -3.94
H 1.49 2.57 -0.79
H -1.48 0.03 -1.12
H -1.04 4.77 -1.94
H -2.99 0.32 3.64
H 2.82 -4.02 3.25

2.
66
Properties=species:S:1:pos:R:3 method="wB97M-V/def2-TZVPD" gap_ev=6.3
I 2.85 -0.67 1.39
Br 5.59 1.42 2.13
Cu 0.23 -1.75 1.36
S 0.05 -2.93 -0.58
O 2.19 0.92 -2.62
N 1.06 -0.91 -1.96
N -0.77 -1.18 2.76
N -1.24 -1.18 -2.08
C -2.51 -1.83 -1.76
C -3.16 0.95 4.40
C -0.58 1.64 -5.74
C 7.15 -0.30 0.52
C -0.59 1.24 2.86
C -2.24 -0.09 4.31
C -1.17 -0.10 3.25
C 0.46 0.24 -4.08
C -3.34 -1.20 6.14
C -0.24 2.18 3.83
C 6.37 -2.25 -0.64
C -4.17 0.91 5.35
C 0.73 3.59 2.13
C 4.84 -0.94 0.67
C -0.57 -0.75 -6.01
C 0.36 2.67 1.16
C 1.29 0.15 -2.85
C -0.29 1.50 1.53
C 0.11 -0.89 -4.81
C -3.64 -1.15 -2.54
C 5.87 -0.08 1.01
C 0.42 3.34 3.46
C -3.92 0.27 -2.06
C 5.09 -2.03 -0.15
C 0.12 1.51 -4.56
C -0.07 -1.59 -1.61
C -4.26 -0.16 6.23
C -0.92 0.51 -6.47
C 7.39 -1.38 -0.31
C -2.34 -1.17 5.18
H -3.09 1.79 3.72
H 6.55 -3.10 -1.29
H -0.84 2.62 -6.11
H -1.27 -0.40 -2.70
H -2.69 -1.76 -0.68
H -5.04 -0.19 6.98
H 4.28 -2.71 -0.40
H -4.75 0.70 -2.62
H -3.05 0.93 -2.20
H -0.81 -1.63 -6.59
H -4.18 0.28 -1.00
H 0.59 2.86 0.12
H -3.40 -2.04 6.82
H 1.84 -1.07 -1.32
H -3.38 -1.15 -3.60
H -0.57 0.77 0.78
H 0.71 4.06 4.23
H -4.89 1.71 5.41
H -1.63 -1.97 5.08
H -1.46 0.61 -7.41
H 0.40 -1.87 -4.46
H -4.54 -1.76 -2.43
H 1.24 4.50 1.85
H -0.47 1.98 4.87
H 0.42 2.38 -3.99
H 8.39 -1.55 -0.69
H 7.94 0.38 0.78
H -2.45 -2.89 -2.01

3.
69
Properties=species:S:1:pos:R:3 method="wB97M-V/def2-TZVPD" charge=-2 s_squared=6.050 gap_ev="4.4 / 6.8" multiplicity=5
Co 0.02 0.80 0.56
Si 0.41 -1.26 -2.34
F 3.35 5.87 -2.71
F 4.92 4.37 -2.81
F 4.67 5.53 -1.02
O -0.01 -3.01 -0.77
O -0.84 -0.51 1.66
O -1.22 -2.72 1.96
O 0.06 -0.76 -0.77
N -0.32 2.11 1.61
N 1.19 1.90 -0.55
C 2.55 1.75 -0.47
C -1.34 3.44 3.36
C 0.47 0.34 -3.36
C -3.33 -2.86 -3.24
C 1.68 2.18 -4.41
C 3.99 -2.52 -4.06
C -1.01 -2.17 -3.18
C 4.12 -3.08 -1.73
C 0.66 2.00 3.83
C 4.70 -3.06 -2.99
C -2.27 -2.22 -2.59
C 3.94 4.88 -1.99
C 2.11 -2.01 -2.59
C -1.88 -3.42 -5.07
C 0.76 3.08 -1.10
C 1.58 4.05 -1.58
C -0.26 -1.99 -0.04
C -0.70 2.01 -4.70
C 2.72 -2.00 -3.85
C 3.00 3.88 -1.51
C -0.04 2.87 2.77
C 2.83 -2.57 -1.53
C 1.65 1.03 -3.62
C 0.49 2.66 -4.96
C -0.83 -2.77 -4.42
C -3.14 -3.46 -4.48
C -0.81 -1.77 1.27
C 3.45 2.67 -0.92
C 0.88 4.03 2.37
C -0.71 0.86 -3.92
H 0.42 4.63 1.59
H 0.50 3.56 -5.56
H 2.37 -2.62 -0.56
H -1.72 -3.89 -6.03
H -3.96 -3.96 -4.98
H 0.82 2.56 4.77
H 4.44 -2.50 -5.05
H 0.14 -2.75 -4.90
H 1.09 4.67 3.24
H 1.16 4.94 -2.02
H -1.63 2.39 -5.11
H -1.15 4.05 4.25
H 2.20 -1.55 -4.69
H -2.01 2.61 3.64
H 4.51 2.46 -0.83
H -1.65 0.35 -3.73
H -0.32 3.20 -1.16
H 2.61 2.70 -4.57
H 1.62 1.66 3.45
H 2.89 0.82 -0.03
H -1.85 4.04 2.60
H 1.83 3.64 1.98
H -4.30 -2.89 -2.76
H 5.69 -3.46 -3.14
H 4.66 -3.50 -0.89
H 2.58 0.69 -3.18
H 0.04 1.12 4.04
H -2.43 -1.79 -1.61

4.
62
Properties=species:S:1:pos:R:3 method="wB97M-V/def2-TZVPD" charge=+1 s_squared=6.046 gap_ev="3.7 / 6.0" multiplicity=5
Co 0.23 0.23 -0.20
Si -0.88 -0.01 -2.26
N 1.08 2.01 -0.08
N 2.03 0.34 2.00
C 0.31 -2.23 -3.58
C -3.66 0.38 -1.69
C 2.58 1.56 1.82
C -0.41 0.81 -5.32
C 2.77 3.65 0.48
C 0.42 -1.80 1.09
C -0.87 -1.49 -3.41
C 0.15 -1.88 -0.29
C 0.54 2.90 -0.95
C -2.61 2.10 -3.03
C -3.85 2.71 -3.23
C -4.90 1.00 -1.85
C 2.14 2.38 0.70
C 2.30 4.47 -0.57
C -4.99 2.16 -2.63
C -0.59 -1.01 1.72
C -2.10 -3.11 -4.73
C -1.15 -1.25 -0.54
C 1.17 4.10 -1.27
C -0.95 -3.90 -4.81
C 4.17 3.32 2.46
C 2.36 -0.38 3.07
C 3.90 1.28 3.86
C 3.57 2.06 2.73
C -2.05 -1.89 -4.03
C -1.48 -0.55 0.72
C 0.25 -3.47 -4.22
C -2.52 0.90 -2.32
C 3.81 4.07 1.36
C 3.28 0.06 4.04
H 0.21 0.84 -2.77
H -0.56 0.32 -6.28
H 4.64 1.64 4.57
H -3.04 -3.43 -5.19
H -1.71 2.55 -3.45
H -2.96 -1.28 -3.95
H -1.31 0.61 -4.72
H -0.98 -4.86 -5.33
H -0.64 -0.77 2.78
H 1.15 -4.10 -4.25
H 1.89 -1.35 3.21
H 4.31 5.02 1.16
H 1.26 -1.86 -3.18
H -0.41 2.61 -1.41
H 0.71 -2.43 -1.04
H -3.93 3.59 -3.87
H 0.50 0.40 -4.86
H -1.91 -1.71 -1.18
H -2.37 0.07 0.84
H -5.78 0.56 -1.38
H -5.96 2.64 -2.76
H 1.28 -2.27 1.54
H 0.75 4.71 -2.05
H -0.31 1.91 -5.40
H -3.60 -0.52 -1.08
H 4.94 3.67 3.15
H 2.80 5.42 -0.78
H 3.48 -0.59 4.88

5.
85
Properties=species:S:1:pos:R:3 method="wB97M-V/def2-TZVPD" relative_energy_kj_mol=26.0 charge=-2 gap_ev=6.5
Sn 0.14 -0.21 -0.25
S 1.24 -2.90 2.62
S 2.85 -0.69 0.64
S 1.38 -2.31 -1.37
P 1.49 2.35 2.19
F -2.98 -2.15 1.50
F -4.44 -3.55 -2.14
F -1.09 -3.52 0.21
F -3.05 -2.36 -3.28
F -2.93 -4.58 -0.18
F -4.65 -1.40 -2.18
F -4.08 -0.66 0.36
F -4.78 -2.70 0.43
F -1.58 -4.11 -1.81
O 3.04 2.80 2.42
O -3.55 1.90 2.68
O 0.99 3.72 1.46
O 2.23 -3.71 3.38
O -1.87 -1.28 -1.13
O -1.92 0.66 2.08
O 0.99 2.73 3.70
N -1.82 1.91 -0.52
N 6.38 -1.50 -0.29
N 2.24 1.48 -2.42
N -2.73 1.54 1.85
N 4.33 -3.78 -3.24
N -0.37 0.84 -2.58
C -2.51 2.54 0.53
C 4.09 -2.27 -1.17
C 1.88 0.70 -3.44
C -2.29 0.58 -3.94
C 1.17 -1.29 3.50
C 5.33 -1.85 -0.65
C 4.18 -3.12 -2.30
C -2.09 -3.62 -0.67
C 2.81 0.18 -4.33
C 0.52 -1.63 4.83
C 0.41 0.50 -3.61
C -3.81 1.89 -1.84
C 4.51 1.36 -3.14
C -0.40 -3.36 3.37
C 4.01 1.88 2.92
C -2.49 1.56 -1.62
C -1.50 0.11 -4.96
C -0.34 2.43 4.10
C -0.12 0.10 -4.82
C 2.87 -1.80 -0.67
C -3.73 -2.39 -2.13
C -4.45 2.74 -0.92
C 3.52 1.80 -2.28
C 1.11 3.81 0.04
C -3.66 -1.93 0.36
C 4.15 0.52 -4.17
C -1.70 0.95 -2.73
C -3.81 3.14 0.21
C -0.78 -2.32 4.43
C -2.77 -2.23 -0.90
H -4.25 3.84 0.90
H 4.90 0.09 -4.83
H 3.85 1.70 3.98
H -4.34 1.57 -2.73
H 0.52 -0.19 -5.64
H 4.99 2.35 2.78
H -1.45 -1.59 3.99
H 0.35 -0.75 5.45
H 0.54 -0.63 2.90
H 3.99 0.94 2.37
H 0.47 4.63 -0.28
H -1.13 -3.42 2.57
H 2.18 -0.91 3.55
H -1.28 -2.78 5.28
H -1.84 3.22 1.07
H 2.52 -0.51 -5.11
H -1.95 -0.22 -5.89
H -5.44 3.14 -1.15
H -3.36 0.63 -4.06
H -0.36 2.46 5.19
H 5.54 1.63 -2.97
H 1.17 -2.32 5.37
H -0.65 1.44 3.76
H 3.76 2.41 -1.42
H 2.15 4.04 -0.24
H -0.24 -4.36 3.78
H -1.04 3.18 3.72
H 0.80 2.89 -0.46

6.
72
Properties=species:S:1:pos:R:3 method="wB97M-V/def2-TZVPD" relative_energy_kj_mol=0.0 charge=-1 gap_ev=7.2
Pd 0.05 0.72 -1.67
S 1.59 -1.18 -2.01
S 0.49 0.72 0.53
S 3.46 1.14 -1.94
S 5.31 -0.02 -0.09
S 5.72 2.81 -0.95
S 3.82 -2.61 0.18
F -4.11 -0.63 3.18
O 0.71 -0.62 1.13
O -3.53 0.29 -1.69
O -1.77 -1.09 -4.80
O -0.77 0.47 -3.55
N 0.23 8.02 2.09
N -1.24 -2.98 -0.87
C -1.18 -5.44 -0.89
C -1.25 -2.42 -2.10
C -1.00 2.49 -1.81
C -0.12 2.53 2.45
C -0.73 3.66 -0.95
C -1.49 -0.60 -3.72
C -0.80 1.49 1.56
C -1.73 4.23 -0.16
C 1.80 1.78 1.17
C -0.87 -3.99 1.81
C -0.23 5.93 0.62
C 1.35 2.12 2.58
C -1.94 -2.39 0.16
C 4.88 1.39 -0.99
C 0.03 7.09 1.44
C -3.40 -1.20 2.17
C -2.80 -0.67 -1.46
C -2.76 -1.29 -0.12
C -1.83 -2.87 1.49
C 0.53 4.27 -0.94
C -0.39 -4.16 -0.64
C -2.56 -2.26 2.48
C 4.15 -3.63 -1.27
C -1.49 5.35 0.62
C -3.51 -0.70 0.90
C -1.90 -1.28 -2.42
C 3.93 -1.01 -0.53
C 0.22 -4.07 0.75
C 0.79 5.39 -0.17
C 3.04 -0.47 -1.39
H -0.43 -3.80 2.79
H 5.14 -3.43 -1.67
H 1.96 2.93 3.00
H 1.46 1.24 3.22
H 4.09 -4.67 -0.95
H -1.41 -4.93 1.88
H -4.14 0.15 0.66
H -2.28 5.77 1.23
H -1.54 -5.47 -1.91
H 0.42 -4.09 -1.37
H -0.62 2.59 3.42
H -0.70 2.71 -2.84
H -0.55 -6.32 -0.72
H 1.87 2.67 0.53
H 1.77 5.85 -0.17
H 0.85 -3.18 0.79
H -2.05 -5.51 -0.22
H 2.72 1.21 1.10
H -2.05 2.20 -1.81
H -2.48 -2.59 3.50
H 1.32 3.85 -1.56
H 0.86 -4.94 0.92
H -1.18 0.63 2.12
H -0.18 3.51 1.98
H -1.58 1.88 0.92
H 3.39 -3.44 -2.03
H -2.72 3.78 -0.17
H -0.62 -2.90 -2.83

7.
66
Properties=species:S:1:pos:R:3 method="wB97M-V/def2-TZVPD" relative_energy_kj_mol=776.0 gap_ev=4.1
O -5.25 -5.01 -1.41
O -6.21 -3.79 0.15
O -0.82 5.43 1.48
O 0.91 -3.71 4.39
N -5.38 -3.93 -0.79
N 1.68 -2.95 -0.99
N -0.02 -0.01 -3.73
N 3.11 2.48 -0.97
C 2.34 4.80 -0.35
C 1.74 -4.54 0.95
C 0.50 0.24 0.26
C -0.85 0.13 -2.91
C 0.23 4.82 0.88
C 1.05 -3.51 3.05
C 2.27 -3.79 -2.01
C -1.82 0.34 -1.92
C 1.42 -3.34 0.33
C 0.84 -1.11 0.04
C 4.37 2.79 -1.61
C 1.36 1.29 -0.11
C -2.03 1.75 -1.49
C 0.73 -2.29 2.40
C 2.60 1.22 -0.79
C 1.33 -1.65 -1.16
C 2.24 3.41 -0.40
C -2.70 -1.94 -2.40
C 1.15 2.71 0.16
C -3.81 -0.57 -0.70
C 1.32 5.51 0.29
C 1.54 -4.63 2.32
C -3.59 -2.97 -2.15
C 0.89 -2.21 1.02
C -0.85 6.88 1.55
C 0.16 3.40 0.83
C -4.68 -1.61 -0.43
C -4.56 -2.83 -1.14
C 0.45 -2.63 5.23
C -2.77 -0.70 -1.68
H 1.47 -1.13 -2.11
H 1.60 -3.88 -2.87
H -3.54 -3.91 -2.70
H 0.01 7.26 2.12
H 4.48 3.88 -1.65
H -1.78 7.09 2.08
H 2.14 -5.37 0.38
H -0.66 2.87 1.32
H -0.34 0.48 0.93
H 4.39 2.39 -2.63
H -0.87 7.32 0.55
H 1.77 -5.54 2.87
H -1.09 2.14 -1.10
H 0.39 -3.08 6.22
H -1.96 -2.07 -3.19
H 0.39 -1.41 2.95
H -5.45 -1.53 0.33
H 1.36 6.60 0.34
H 3.18 5.31 -0.81
H 2.46 -4.78 -1.59
H -2.80 1.85 -0.72
H 3.22 -3.36 -2.36
H -0.53 -2.28 4.91
H -3.93 0.36 -0.15
H 1.17 -1.80 5.23
H 5.21 2.36 -1.06
H -2.31 2.39 -2.34
H 3.13 0.33 -1.13